Molecular formula: C37H46Cl3GeO6ReSi
Method: DFT, ωB97M-V/def2-TZVPD

Results
HOMO energy ... -13.74 eV
LUMO level ... -9.06 eV
Kohn-Sham gap ... 4.7 eV
Total charge ... +2
ΔE to the lowest compared entry with this formula, charge and spin ... 264.1 kJ/mol

Last column: Löwdin charge in e.
Geometry (Å):
Re  -1.086  -1.113  -0.110  1.54
Ge  1.023  -1.039  2.914  0.96
Cl  1.101  -5.342  -0.734  0.81
Cl  -2.665  -1.814  -2.046  0.85
Cl  -2.074  -6.342  -4.946  0.78
Si  -1.184  1.666  -1.937  0.05
O  -0.780  0.683  -3.147  -0.11
O  -2.786  -0.598  1.573  -0.03
O  -0.514  -2.891  -0.503  -0.29
O  0.050  2.613  -1.550  -0.08
O  -1.421  0.599  -0.624  -0.39
O  -2.635  2.311  -2.106  -0.08
C  2.861  -2.467  1.109  -0.12
C  3.683  -2.047  3.325  -0.10
C  -4.224  4.012  -2.611  -0.02
C  4.958  -3.388  1.806  -0.06
C  0.090  -2.196  4.148  -0.29
C  -1.558  -3.868  4.693  -0.07
C  0.690  2.487  5.128  -0.07
C  0.253  2.739  0.869  -0.03
C  0.360  3.507  -0.442  -0.60
C  4.809  -2.808  3.056  -0.05
C  0.453  1.248  4.550  -0.11
C  1.878  3.156  4.865  -0.06
C  -3.233  3.043  -3.227  -0.61
C  -0.567  -5.700  -2.822  -0.08
C  1.331  -0.204  -2.380  0.01
C  -0.008  -3.117  6.371  -0.05
C  0.171  -1.066  -4.426  0.00
C  3.988  -3.226  0.832  -0.08
C  -1.902  -3.350  -2.399  -0.53
C  -1.619  -5.320  -3.650  -0.64
C  -0.975  -3.011  3.771  -0.11
C  -0.186  -4.887  -1.769  -0.57
C  -3.928  2.018  -4.108  -0.02
C  -2.146  3.779  -3.994  -0.01
C  -2.313  -4.127  -3.452  -0.09
C  2.586  1.360  3.432  -0.11
C  -0.601  4.684  -0.466  -0.01
C  1.789  3.961  -0.682  -0.01
C  0.490  0.171  -3.597  -0.61
C  0.573  -2.254  5.453  -0.10
C  -0.858  -3.684  -1.543  -0.41
C  2.825  2.595  4.018  -0.06
C  1.177  1.234  -4.438  0.00
C  -1.070  -3.924  5.990  -0.06
C  2.685  -1.895  2.367  -0.28
C  -0.035  -0.922  1.235  -0.21
C  1.401  0.678  3.697  -0.31
H  3.747  3.122  3.811  0.11
H  -0.045  -6.629  -3.000  0.13
H  -0.783  2.454  1.074  0.08
H  3.566  -1.571  4.294  0.11
H  -3.216  1.265  -4.451  0.08
H  0.365  -3.154  7.386  0.12
H  -2.392  -4.493  4.401  0.11
H  -4.361  2.503  -4.982  0.10
H  -1.604  4.464  -3.341  0.08
H  2.142  0.876  -4.798  0.10
H  -4.730  1.523  -3.558  0.09
H  -1.372  -2.971  2.760  0.08
H  -0.097  -1.913  -3.787  0.06
H  0.752  -0.894  -1.714  0.05
H  0.603  3.356  1.697  0.10
H  -0.044  2.927  5.789  0.11
H  2.487  3.132  -0.559  0.09
H  -4.967  3.474  -2.022  0.09
H  2.071  4.114  5.330  0.12
H  4.123  -3.695  -0.134  0.10
H  2.094  -2.342  0.351  0.06
H  0.865  1.834  0.830  0.07
H  -0.661  -0.857  -5.098  0.10
H  2.233  -0.735  -2.685  0.12
H  -1.638  4.345  -0.415  0.08
H  0.560  1.486  -5.300  0.10
H  -1.436  3.079  -4.441  0.08
H  1.618  0.674  -1.803  0.09
H  1.892  4.354  -1.693  0.10
H  -1.525  -4.592  6.709  0.12
H  -0.466  0.719  4.783  0.10
H  -2.454  0.228  1.959  0.10
H  5.848  -3.963  1.583  0.12
H  -3.693  -0.404  1.289  0.12
H  -2.591  4.361  -4.802  0.11
H  -3.128  -3.837  -4.099  0.13
H  1.032  -1.359  -5.027  0.10
H  -4.741  4.567  -3.393  0.10
H  3.328  0.939  2.763  0.11
H  1.379  -1.603  5.774  0.11
H  5.577  -2.948  3.805  0.12
H  -0.471  5.270  -1.376  0.09
H  2.061  4.748  0.022  0.10
H  1.343  2.137  -3.849  0.09
H  -3.714  4.726  -1.964  0.09
H  -0.411  5.337  0.386  0.10